1.
{"formula": "C14H37CdN3O6Tl", "method": "wB97M-V/def2-TZVPD", "species": ["Cd", "Tl", "C", "C", "O", "O", "H", "H", "H", "O", "H", "C", "C", "C", "O", "C", "N", "H", "H", "H", "H", "H", "H", "H", "H", "H", "H", "H", "C", "C", "C", "O", "C", "N", "H", "H", "H", "H", "H", "H", "H", "H", "H", "H", "H", "C", "C", "C", "O", "C", "N", "H", "H", "H", "H", "H", "H", "H", "H", "H", "H", "H"], "positions_angstrom": [[-2.581, -0.323, 0.001], [0.097, 2.356, 1.339], [-3.206, 3.529, -1.416], [-2.330, 2.980, -0.296], [-1.774, 3.724, 0.494], [-2.092, 1.727, -0.214], [-2.706, 4.321, -1.958], [-4.166, 3.847, -0.999], [-3.496, 2.701, -2.059], [-0.750, -0.278, 0.962], [-0.499, -1.192, 0.813], [1.405, 5.588, -2.199], [0.784, 4.256, -1.736], [1.549, 3.023, -2.136], [0.867, 1.977, -1.499], [0.834, 0.773, -2.220], [0.893, 4.335, -0.238], [2.484, 5.438, -2.099], [1.089, 6.473, -1.646], [1.232, 5.866, -3.246], [-0.264, 4.117, -1.986], [2.563, 3.064, -1.720], [1.555, 2.918, -3.223], [1.837, 0.513, -2.572], [0.211, 0.906, -3.114], [0.424, -0.066, -1.668], [0.492, 5.198, 0.145], [1.888, 4.302, 0.022], [3.663, 0.735, -0.087], [2.937, -0.198, 0.857], [3.782, -1.417, 1.387], [3.109, -2.214, 2.297], [2.112, -2.975, 1.704], [2.280, 0.498, 1.986], [4.424, 1.324, 0.430], [2.893, 1.416, -0.471], [4.107, 0.218, -0.932], [2.110, -0.588, 0.236], [4.676, -0.995, 1.865], [4.208, -1.994, 0.554], [2.517, -3.760, 1.064], [1.360, -2.400, 1.151], [1.574, -3.469, 2.513], [3.029, 0.771, 2.657], [1.908, -0.302, 2.542], [-2.267, -3.090, 2.808], [-2.564, -3.345, 1.327], [-3.125, -4.718, 1.037], [-3.567, -4.770, -0.294], [-2.565, -5.124, -1.200], [-3.456, -2.271, 0.776], [-1.845, -3.997, 3.246], [-3.180, -2.896, 3.368], [-1.503, -2.320, 2.861], [-1.575, -3.269, 0.849], [-4.033, -4.842, 1.645], [-2.490, -5.551, 1.348], [-1.918, -4.254, -1.419], [-2.893, -5.511, -2.159], [-1.902, -5.886, -0.774], [-4.281, -2.167, 1.380], [-3.862, -2.712, -0.082]], "lowdin_charge": [1.458, 1.442, 0.066, -0.668, -0.006, -0.237, 0.099, 0.120, 0.095, -0.523, -0.083, 0.005, -0.330, -0.181, -0.300, -0.080, 0.068, 0.101, 0.100, 0.115, 0.139, 0.136, 0.163, 0.108, 0.113, 0.074, 0.124, 0.114, -0.024, -0.392, -0.156, -0.135, -0.090, 0.100, 0.105, 0.042, 0.110, 0.119, 0.152, 0.157, 0.115, 0.064, 0.108, 0.140, 0.112, -0.032, -0.423, -0.190, -0.182, -0.093, -0.016, 0.101, 0.096, 0.061, 0.118, 0.153, 0.149, 0.081, 0.104, 0.102, 0.113, 0.097], "multiplicity": 1, "homo_lumo_gap_ha": 0.118, "charge": 3, "de_lowest_kcal_mol": 0.00, "homo_ha": -0.6363}

2.
{"formula": "C38H33BiBrFN6O4", "method": "wB97M-V/def2-TZVPD", "species": ["Bi", "Br", "C", "C", "C", "C", "O", "C", "C", "N", "C", "C", "C", "C", "C", "C", "C", "C", "N", "C", "C", "H", "H", "H", "H", "H", "H", "H", "H", "H", "H", "C", "C", "N", "C", "C", "C", "O", "O", "C", "O", "C", "C", "C", "F", "C", "C", "C", "N", "C", "C", "N", "C", "C", "H", "H", "H", "H", "H", "H", "H", "H", "H", "H", "H", "H", "H", "H", "H", "H", "H", "H", "N", "C", "C", "C", "C", "C", "C", "H", "H", "H", "H", "H"], "positions_angstrom": [[0.323, 0.245, 0.448], [-7.040, 1.611, -2.280], [-5.255, 1.648, -1.612], [-4.688, 2.867, -1.235], [-3.404, 2.880, -0.781], [-2.585, 1.709, -0.658], [-1.403, 1.874, -0.235], [-3.214, 0.465, -1.023], [-2.626, -0.831, -0.985], [-1.529, -1.191, -0.427], [-0.961, -2.435, -0.550], [-0.961, -3.166, -1.723], [-0.208, -4.340, -1.841], [0.567, -4.789, -0.807], [0.607, -4.071, 0.405], [1.436, -4.426, 1.487], [1.446, -3.652, 2.617], [0.599, -2.539, 2.667], [-0.190, -2.183, 1.689], [-0.186, -2.904, 0.553], [-4.538, 0.492, -1.508], [-5.267, 3.777, -1.299], [-2.944, 3.813, -0.493], [-3.249, -1.606, -1.451], [-1.491, -2.782, -2.582], [-0.226, -4.878, -2.779], [1.182, -5.671, -0.913], [2.075, -5.295, 1.401], [2.092, -3.877, 3.453], [0.561, -1.914, 3.553], [-4.999, -0.441, -1.797], [6.790, 2.108, -2.459], [6.393, 0.640, -2.640], [5.286, 0.239, -1.799], [4.014, 0.188, -2.350], [2.896, -0.062, -1.662], [1.585, -0.079, -2.380], [1.569, -0.272, -3.583], [0.492, 0.138, -1.713], [2.909, -0.182, -0.160], [2.026, -1.143, 0.295], [4.331, -0.438, 0.310], [4.525, -0.939, 1.578], [5.793, -1.025, 2.126], [5.917, -1.529, 3.405], [6.907, -0.566, 1.438], [6.717, -0.153, 0.121], [5.457, -0.111, -0.486], [8.225, -0.447, 1.969], [8.641, -1.179, 3.129], [8.358, -0.439, 4.450], [8.991, 0.907, 4.384], [8.489, 1.666, 3.206], [8.819, 0.863, 1.936], [7.624, 2.348, -3.116], [7.078, 2.322, -1.432], [5.953, 2.752, -2.714], [7.249, -0.018, -2.452], [6.090, 0.496, -3.678], [3.963, 0.353, -3.418], [3.663, -1.250, 2.147], [7.595, 0.149, -0.426], [9.725, -1.339, 3.052], [8.159, -2.154, 3.152], [8.773, -0.993, 5.292], [7.286, -0.312, 4.597], [10.006, 0.783, 4.278], [8.811, 1.430, 5.248], [8.957, 2.651, 3.180], [7.406, 1.773, 3.296], [9.910, 0.764, 1.840], [8.449, 1.410, 1.070], [2.366, 1.080, 0.350], [2.813, 2.336, 0.094], [1.880, 3.323, -0.269], [2.263, 4.637, -0.417], [3.583, 5.021, -0.215], [4.515, 4.059, 0.129], [4.144, 2.740, 0.289], [0.860, 3.015, -0.444], [1.540, 5.381, -0.719], [3.877, 6.054, -0.328], [5.551, 4.343, 0.283], [4.874, 2.003, 0.589]], "lowdin_charge": [1.955, 0.677, -0.705, -0.134, -0.015, -0.375, -0.225, -0.125, -0.070, -0.028, -0.243, 0.004, -0.066, -0.037, -0.155, -0.007, -0.060, -0.158, 0.023, -0.210, -0.108, 0.098, 0.110, 0.132, 0.118, 0.105, 0.108, 0.114, 0.099, 0.110, 0.099, -0.066, -0.201, -0.050, 0.019, -0.042, -0.576, 0.055, -0.184, -0.596, -0.290, -0.041, 0.072, -0.182, 0.009, -0.171, 0.032, -0.160, -0.100, -0.144, -0.094, 0.049, -0.082, -0.142, 0.071, 0.053, 0.080, 0.112, 0.120, 0.136, 0.127, 0.103, 0.131, 0.140, 0.137, 0.128, 0.184, 0.189, 0.137, 0.147, 0.134, 0.124, -0.123, -0.311, -0.026, -0.095, -0.129, -0.126, -0.036, 0.080, 0.100, 0.087, 0.087, 0.088], "multiplicity": 1, "homo_lumo_gap_ha": 0.176, "charge": 0, "homo_ha": -0.2343}

3.
{"formula": "C2H4LiLuO2", "method": "wB97M-V/def2-TZVPD", "species": ["O", "H", "C", "C", "O", "H", "H", "H", "Lu", "Li"], "positions_angstrom": [[-0.845, 1.693, 0.176], [-0.996, 2.232, -0.602], [-0.654, -0.172, -0.660], [-0.485, -1.106, 0.392], [0.573, -0.979, 1.264], [0.276, 0.193, -1.129], [-1.441, -0.402, -1.388], [-0.613, -2.156, 0.076], [3.539, -0.628, 0.598], [0.647, 1.324, 1.273]], "nbo_charge": [-1.160, 0.452, -0.297, -0.011, -1.015, 0.141, 0.197, 0.159, 0.745, 0.789], "multiplicity": 1, "homo_lumo_gap_ha": [0.152, 0.153], "charge": 0, "de_lowest_kcal_mol": 101.85, "homo_ha": [-0.1897, -0.1902]}

4.
{"formula": "C4H3Br2O4", "method": "wB97M-V/def2-TZVPD", "species": ["C", "C", "C", "C", "O", "O", "O", "O", "Br", "Br", "H", "H", "H"], "positions_angstrom": [[-1.619, -0.019, 1.853], [-0.023, -0.478, -0.334], [2.202, 0.267, -0.819], [-1.376, 0.149, -0.035], [-1.918, -1.205, 1.968], [-1.510, 1.045, 2.413], [0.265, -1.666, -0.201], [0.777, 0.518, -0.807], [-1.605, 1.846, -0.803], [-2.772, -0.928, -0.789], [2.717, 0.298, -1.811], [2.120, -0.794, -0.524], [2.743, 0.968, -0.111]], "nbo_charge": [0.898, 0.727, -0.288, -0.497, -0.679, -0.671, -0.607, -0.530, 0.041, 0.021, 0.177, 0.223, 0.184], "multiplicity": 1, "homo_lumo_gap_ha": 0.283, "charge": -1, "de_lowest_kcal_mol": 0.00, "homo_ha": -0.1650}

| no. | calculated total energy (eV) |
| --- | --- |
| 1 | -41100.0883 |
| 2 | -135670.3363 |
| 3 | -40052.1320 |
| 4 | -152472.4667 |